Entry 1:
{
  "formula": "C2H4I2O",
  "method": "ωB97M-V/def2-TZVPD",
  "e_above_lowest_kj_mol": 472.08,
  "multiplicity": 1,
  "max_force_ev_per_a": 5.893,
  "symbols": ["C", "C", "O", "I", "I", "H", "H", "H", "H"],
  "xyz": [[-0.93976, -0.77334, 0.76354], [2.20689, 0.66695, -0.52192], [-1.75542, 0.13613, 0.01877], [0.63441, -0.94190, -0.42066], [1.42241, 2.20114, -2.01325], [-0.64969, -0.36167, 1.84149], [-1.39709, -1.69666, 0.89578], [2.84108, 0.03772, -1.05385], [-2.36284, 0.73162, 0.49010]],
  "forces_ev_per_a": [[-1.2, 4.6, 3.5], [-2.0, 2.9, 1.6], [-0.5, 0.0, 0.0], [2.6, -1.8, -2.3], [0.5, -1.0, 0.6], [-0.5, -0.7, -2.3], [-0.7, -1.8, 0.0], [1.2, -1.5, -1.7], [0.5, -0.6, 0.4]],
  "nbo_charge": [-0.282, -0.648, -0.749, 0.684, -0.029, 0.215, 0.207, 0.106, 0.496]
}

***

Entry 2:
{
  "formula": "CH12O7",
  "method": "ωB97M-V/def2-TZVPD",
  "e_above_lowest_kj_mol": 153.31,
  "multiplicity": 1,
  "smiles": "O=CO.O.O.O.O.O",
  "max_force_ev_per_a": 5.723,
  "symbols": ["O", "C", "O", "H", "H", "H", "H", "O", "H", "H", "O", "H", "H", "O", "H", "H", "O", "H", "H", "O"],
  "xyz": [[2.07013, -1.29703, -1.92534], [2.56548, -1.08779, -0.78968], [2.16371, -0.05839, -0.03979], [3.44827, -1.52033, -0.40384], [1.24383, 0.21638, -0.40679], [-1.89197, -1.63289, -0.77789], [-2.09204, -2.71762, -1.78881], [-1.40202, -2.26784, -1.37996], [0.87922, -1.89261, 2.14039], [-0.33830, -2.22774, 1.14524], [-0.03813, -1.78094, 1.88768], [0.45269, 2.48722, -1.34277], [0.91877, 3.11848, -2.53803], [0.89189, 2.28978, -2.18832], [-1.42660, -0.59740, 1.83962], [-2.26171, 0.05069, 0.98838], [-1.91642, 0.25766, 1.82284], [-1.47008, 3.45680, 1.61285], [-0.66813, 2.23714, 1.26016], [-1.12858, 2.96641, 0.88406]],
  "forces_ev_per_a": [[1.6, -0.1, 4.0], [-2.4, 1.4, -5.0], [-2.3, 0.0, -0.1], [0.9, -0.9, 0.5], [2.2, -0.4, 0.5], [0.9, -1.0, -1.2], [-1.8, -1.4, -1.3], [0.9, 2.5, 2.6], [0.0, -0.3, -0.6], [0.1, -1.8, -2.2], [0.0, 1.8, 2.6], [0.1, -0.3, -0.2], [0.4, 3.6, -2.0], [-0.6, -3.2, 2.4], [0.5, 0.8, 1.5], [-1.7, 0.8, -2.3], [1.2, -1.2, 1.0], [-0.4, 0.5, 0.8], [0.3, -1.1, 0.7], [0.1, 0.6, -1.5]],
  "nbo_charge": [-0.576, 0.620, -0.677, 0.125, 0.507, 0.453, 0.469, -0.921, 0.504, 0.489, -0.975, 0.467, 0.460, -0.928, 0.481, 0.443, -0.941, 0.473, 0.479, -0.953]
}

***

Entry 3:
{
  "formula": "C3H6O2S2",
  "method": "ωB97M-V/def2-TZVPD",
  "e_above_lowest_kj_mol": 554.05,
  "multiplicity": 1,
  "max_force_ev_per_a": 3.570,
  "symbols": ["C", "C", "C", "O", "O", "S", "S", "H", "H", "H", "H", "H", "H"],
  "xyz": [[2.08309, -0.36062, 0.35701], [-0.67069, 0.27587, 0.24931], [-1.91035, -0.53010, 0.11424], [0.42747, -0.36363, 0.37535], [-1.86159, -1.47675, -0.84937], [2.56471, 1.25673, -0.05486], [-0.64095, 1.90698, -0.17329], [2.17052, -0.63104, 1.47206], [-2.65971, 0.22507, -0.23151], [-1.99400, -1.00542, 1.16479], [-1.00600, -1.90244, -0.76243], [2.74478, 0.98304, -1.46571], [0.75272, 1.62232, -0.19560]],
  "forces_ev_per_a": [[-0.7, -0.5, 1.4], [3.1, -1.1, -1.4], [-1.0, 1.2, 2.4], [-2.3, -1.0, 1.0], [0.4, -1.2, -1.3], [1.2, -0.4, -1.9], [0.0, 0.6, 0.2], [0.1, 0.8, -1.6], [-0.1, -0.9, 1.1], [-0.8, 0.8, -1.2], [0.3, -0.5, -0.2], [-0.1, 0.6, 1.9], [-0.1, 1.5, -0.2]],
  "nbo_charge": [-0.432, 0.336, -0.133, -0.517, -0.676, 0.050, 0.036, 0.186, 0.203, 0.183, 0.482, 0.127, 0.156]
}